Density functional theory data (wB97M-V/def2-TZVPD) for a 2-piece molecular cluster, C8H10BN overall.

Its gap between HOMO and LUMO is 6.83 eV. Its HOMO energy is -0.3034 Ha. Its multiplicity is 1. The total energy is -10620.664 eV. The value obtained for the relative energy (zero: lowest compared OMol25 entry of this formula, charge and spin) is 84.5 kcal/mol.

Each line ends with the natural charge from an NBO analysis.
Geometry (Å):
C1 2.3414 0.7542 0.8470  -0.230
C2 2.3479 -0.6521 0.8476  -0.225
C3 1.2876 -1.5900 1.0867  -0.259
C4 -0.0209 -1.2059 1.1813  -0.124
C5 -0.3584 0.0440 0.4120  -0.511
C6 -0.0335 1.2893 1.1854  -0.123
C7 1.2855 1.6851 1.0861  -0.258
H1 3.3064 1.2238 0.6407  0.213
H2 3.3074 -1.1269 0.6412  0.213
H3 1.5781 -2.6473 1.2005  0.222
H4 -0.8046 -1.8859 1.5410  0.209
H5 -1.3119 0.0464 -0.1597  0.212
H6 0.5597 0.0461 -0.2102  0.238
H7 -0.8143 1.9616 1.5399  0.207
H8 1.5663 2.7411 1.2092  0.221
B1 -3.2639 0.0513 -2.2022  0.353
C8 -2.3755 -0.4168 -3.2931  -0.073
N1 -1.6581 -0.7838 -4.1505  -0.217
H9 -3.6128 -0.7888 -1.3888  -0.036
H10 -3.3264 1.2548 -2.0140  -0.034

Force components x, y, z for each atom (eV/Å):
0.616 -1.475 -0.653
0.224 1.321 -0.624
-0.678 -0.043 0.951
-0.003 -0.754 -0.656
1.158 -0.033 0.136
0.809 0.811 -0.783
-1.435 -0.060 1.073
-0.144 -0.269 0.115
-0.055 0.302 0.099
-0.180 0.651 0.495
0.407 0.275 -0.105
0.611 -0.039 0.601
-1.428 0.003 -1.130
0.219 -0.109 0.005
-0.144 -0.579 0.468
0.025 0.580 1.998
2.211 -1.269 -3.204
-1.683 0.859 2.039
-0.171 0.658 -0.629
-0.360 -0.829 -0.194